1.
The following is a DFT calculation (ωB97M-V with the def2-TZVPD basis set) of the molecule C3H5NO2.

LUMO ... 0.516 eV
Kohn-Sham gap ... 9.6 eV
Energy above the lowest of the compared OMol25 structures with the same formula, charge and spin ... 327.5 kJ/mol
SMILES ... C[C@@]1(O)NC1=O

ORCA input file:
```
! RIJCOSX wB97M-V def2-TZVPD def2/J DEFGRID3
* xyz 0 1
N -1.0509 0.6322 -1.3105
C -0.0345 1.9417 -0.7772
H -0.3809 0.5584 1.6173
H -1.9639 0.4176 -0.8230
H 0.8633 -0.5959 1.1706
H -0.7543 -0.9190 0.7335
C 0.1213 0.4968 -0.5726
H 1.2047 0.0844 -2.1786
O 1.2032 -0.0904 -1.2171
C -0.0201 -0.0838 0.8977
O -0.2341 3.0871 -0.7503
*
```

2.
The following is a DFT calculation (ωB97M-V with the def2-TZVPD basis set) of a 14-piece molecular cluster, C6H41N2O13 overall.

LUMO ... -2.344 eV
Kohn-Sham gap ... 7.8 eV
Energy above the lowest of the compared OMol25 structures with the same formula, charge and spin ... 850.8 kJ/mol

ORCA input file:
```
! RIJCOSX wB97M-V def2-TZVPD def2/J DEFGRID3
* xyz 1 1
H -2.3772 2.6010 0.7437
O -2.3003 2.9871 2.8675
H 4.6647 0.7627 0.9580
H -1.4425 -1.2073 -2.1637
H 4.8007 1.9869 -0.1257
H -3.3415 -0.0616 -2.7580
H -1.6048 -4.1946 0.8425
H -3.0587 2.4489 3.1135
O 0.3785 -3.2068 2.4954
O -1.0609 0.8484 3.8016
O -1.4810 -3.2323 0.7699
H 1.4199 -0.1007 3.1785
O -1.2509 -0.6673 0.7553
H 1.1925 -2.4534 -0.3296
O -0.5840 2.8136 1.5889
H -1.4967 3.1794 1.3543
H 0.9698 -2.4429 2.6399
H 1.7858 -3.6428 -1.3171
O -2.8242 -0.7609 -3.2072
O 0.2941 4.0464 -1.7922
C 1.4476 -2.6096 -1.3926
H -4.1582 1.8128 -2.2065
H 1.9585 1.8426 3.1776
H 3.3221 1.8226 0.7445
H -2.8547 2.1999 -1.3945
C 4.0475 1.2285 0.1752
C 2.7855 -0.5761 -0.8397
O 1.0575 1.9734 3.5031
H -1.5584 0.8517 4.6312
H 0.6063 -2.4392 -3.4294
H -1.7113 -3.4025 -2.2911
H 2.8870 -1.5690 -2.7335
H -1.4900 2.6070 3.2311
H 4.1664 0.7795 -1.7702
O -1.6532 2.7034 0.1105
H -0.9812 1.9309 -3.1366
O -3.2879 1.5055 -1.9269
H 0.1471 2.6423 -2.5100
H -0.6771 4.0410 -1.7663
H 2.3366 -1.1611 3.7737
H -0.7722 -3.2953 1.5217
H -0.1782 0.6050 4.1062
N -0.4267 -1.2476 -1.9809
C 0.2989 -2.5129 -2.3959
H -0.7106 -3.6449 -0.8901
N 3.7010 0.4130 -0.9641
H -1.2823 1.9532 -0.3640
H -0.2271 -1.0800 -0.9810
H -0.1252 -0.4153 -2.4887
H -0.8707 -0.3827 1.6058
O 1.8144 -0.9661 2.9863
H -0.2146 3.3978 0.9071
C -0.6885 -3.6573 -1.9877
H -0.4595 -4.5764 -2.5242
H 0.4987 4.3655 -2.6870
H 0.5771 2.3668 2.7560
H -3.3859 -1.4277 -3.6217
H 0.4621 -3.9351 3.1109
H -1.7156 -1.4820 1.0747
O -0.0554 1.7403 -2.9047
C 2.4948 -1.5783 -1.7057
H 2.1922 -0.5273 0.0621
*
```

3.
The following is a DFT calculation (ωB97M-V with the def2-TZVPD basis set) of C37H37BGeN8O4Ru as an isolated structure.

LUMO (alpha / beta) ... -5.001 / -4.653 eV
Kohn-Sham gap (alpha / beta) ... 5.8 / 6.1 eV
<S²> ... 0.77

ORCA input file:
```
! RIJCOSX wB97M-V def2-TZVPD def2/J DEFGRID3
* xyz 1 2
C -1.3205 -0.6688 3.8491
H 7.0053 -3.1055 -3.4256
H -3.9092 1.9356 -0.3375
H 2.1078 -3.1548 1.4883
H 5.7471 1.5221 3.4877
N 5.2811 -3.5082 -2.3695
H -2.3718 3.6407 3.0945
H 3.8307 -3.8874 -0.1165
B 2.1808 4.2307 2.0531
H -2.3051 -3.1331 -2.8238
H -5.7729 -1.8693 -0.9195
C -3.1028 -2.8988 -0.8451
O 1.0052 0.9027 -2.2244
H -2.9858 -0.7819 -3.2500
C -2.2563 -0.7984 1.2374
H 4.1243 3.6551 4.0302
H 4.7832 0.5676 1.1390
C 2.7918 6.0180 -1.1429
H 0.1091 -2.1414 3.2452
C -0.0730 0.3835 -1.8733
N 2.5998 -0.2519 -0.0868
H 6.7409 -4.8355 -3.0191
H -3.9539 -2.9962 1.1211
C -1.1856 -1.5843 1.6318
C -2.8878 0.0141 2.1640
C -4.0325 -4.8938 0.1351
H 1.4211 -0.7487 1.5206
Ru 1.5547 1.8383 -0.1555
C -0.7192 -1.5186 2.9348
O -0.5070 0.4741 -0.6927
N 2.3329 4.7690 0.6188
C 4.4239 1.3917 1.7224
C 2.4338 4.7334 -1.5384
C -1.3988 3.4873 2.6790
C -0.2520 4.2198 2.9232
C -3.7135 -3.5513 0.2222
H -2.8864 0.7547 4.1717
H -2.8478 -5.5188 -2.9689
C 6.2649 -3.9114 -3.3596
C 4.9230 1.8960 2.9188
C -0.8903 -0.3868 -2.8890
N 3.3835 2.1189 1.3275
O 5.6712 -4.2068 -4.5818
C -7.1894 1.1854 -0.6195
C 4.1107 2.9760 3.2027
H -0.0946 5.0679 3.5584
C -1.0048 2.5100 1.7707
C -4.6989 -0.0389 -0.6105
N 0.7480 3.6914 2.2067
C -5.8437 -0.7990 -0.7848
C -2.7866 -3.6220 -1.9869
H 2.3809 5.0838 2.8410
H -7.9756 -0.7824 -0.9255
H -8.1603 1.6600 -0.6158
C -3.7160 -5.6061 -1.0109
C 5.0785 -2.2148 -2.0385
N 3.1957 3.0870 2.2304
C -2.4091 0.0930 3.4639
C -7.0868 -0.1835 -0.7907
H -0.9521 -0.6156 4.8635
C 3.9706 -1.9471 -1.0543
H 5.4593 -3.3952 -5.0577
H -2.6320 0.8130 -2.5816
H 3.0745 6.8371 -1.7660
C -2.3536 -0.2403 -2.5448
H -0.5703 -1.4332 -2.8527
O 5.7561 -1.3031 -2.4615
C 2.7107 5.9954 0.2366
Ge -2.8827 -0.9156 -0.6889
H 2.3646 4.3131 -2.5251
C 3.4796 -0.6425 -0.9940
H -3.9496 -6.6578 -1.0753
H -4.5263 -5.3832 0.9619
H -0.6652 0.0074 -3.8844
C -6.0455 1.9477 -0.4548
C 3.4687 -2.8706 -0.1431
H 2.8966 6.7739 0.9468
C 2.1261 -1.1293 0.7902
H -0.7177 -2.2519 0.9202
N 0.2904 2.6467 1.5115
H -6.1184 3.0179 -0.3292
H -1.5638 1.7211 1.3070
C -3.0933 -4.9698 -2.0717
H 4.6195 -4.2145 -2.0925
H 3.8405 0.1082 -1.6897
C -4.8031 1.3339 -0.4528
C 2.5205 -2.4561 0.7795
H -3.7503 0.6013 1.8787
N 2.1561 4.0024 -0.4634
*
```

| no. | F_max (eV/Å) |
| --- | --- |
| 1 | 4.210 |
| 2 | 12.576 |
| 3 | 2.575 |